# 1
{"formula": "C21H30N6O10", "method": "ωB97M-V/def2-TZVPD", "multiplicity": 1, "orbital_gap_ev": 8.510, "de_lowest_kj_mol": 0.0, "max_force_ev_per_a": 3.37, "smiles": "O=Nc1c(NC[C@H](O)[C@H](O)[C@H](O)CO)[nH]c(=O)[nH]c1=O.CNC(=O)[C@H](Cc1ccc(O)cc1)NC(C)=O", "total_energy_ev": -51679.2525, "elements": ["O", "N", "C", "C", "N", "C", "C", "O", "C", "O", "C", "O", "C", "O", "N", "C", "O", "N", "C", "O", "H", "H", "H", "H", "H", "H", "H", "H", "H", "H", "H", "H", "H", "H", "C", "N", "C", "O", "C", "C", "C", "C", "C", "C", "O", "C", "C", "N", "C", "C", "O", "H", "H", "H", "H", "H", "H", "H", "H", "H", "H", "H", "H", "H", "H", "H", "H"], "coordinates": [[-0.750, 3.800, 2.604], [0.419, 3.429, 2.758], [0.788, 2.094, 2.558], [-0.055, 1.033, 2.265], [-1.425, 1.182, 2.153], [-2.340, 0.212, 1.504], [-2.878, -0.814, 2.519], [-1.842, -1.767, 2.827], [-4.135, -1.576, 2.021], [-3.878, -2.213, 0.761], [-5.413, -0.713, 1.852], [-5.386, 0.454, 2.685], [-6.674, -1.518, 2.215], [-6.724, -2.759, 1.496], [0.450, -0.233, 2.100], [1.769, -0.501, 2.298], [2.176, -1.644, 2.246], [2.659, 0.502, 2.483], [2.211, 1.771, 2.670], [3.072, 2.604, 2.903], [-1.736, 2.152, 2.206], [-1.841, -0.315, 0.685], [-3.175, 0.763, 1.063], [-3.141, -0.280, 3.438], [-2.202, -2.514, 3.336], [-4.348, -2.345, 2.771], [-4.662, -2.740, 0.506], [-5.479, -0.394, 0.805], [-6.130, 1.050, 2.484], [-7.563, -0.923, 1.980], [-6.677, -1.718, 3.292], [-7.534, -3.257, 1.716], [-0.198, -1.014, 2.178], [3.608, 0.274, 2.740], [5.393, 1.994, -2.660], [5.838, 0.643, -2.319], [5.083, -0.453, -2.189], [5.617, -1.514, -1.883], [3.555, -0.371, -2.365], [2.874, -0.055, -1.025], [1.557, 0.689, -1.139], [0.383, 0.019, -1.536], [-0.839, 0.717, -1.604], [-0.891, 2.084, -1.262], [-2.076, 2.747, -1.288], [0.287, 2.759, -0.876], [1.507, 2.061, -0.819], [3.023, -1.623, -2.914], [2.505, -1.749, -4.134], [2.084, -3.140, -4.544], [2.362, -0.814, -4.910], [4.985, 2.009, -3.673], [6.239, 2.682, -2.612], [4.628, 2.331, -1.957], [6.825, 0.491, -2.175], [3.337, 0.445, -3.054], [3.550, 0.556, -0.426], [2.718, -0.982, -0.471], [0.419, -1.032, -1.783], [-1.744, 0.211, -1.903], [-1.950, 3.691, -1.188], [0.252, 3.802, -0.602], [2.403, 2.578, -0.505], [3.165, -2.457, -2.367], [2.971, -3.761, -4.652], [1.558, -3.082, -5.496], [1.424, -3.558, -3.788]]}

---

# 2
{"formula": "C21H30N6O3PRhS3", "method": "ωB97M-V/def2-TZVPD", "multiplicity": 5, "orbital_gap_ev": [6.997, 5.419], "total_charge": 2, "de_lowest_kj_mol": 32.9, "max_force_ev_per_a": 0.73, "total_energy_ev": -82137.0710, "elements": ["Rh", "N", "C", "S", "N", "N", "C", "C", "C", "C", "C", "C", "N", "H", "H", "H", "H", "H", "H", "H", "C", "C", "N", "C", "C", "S", "C", "C", "S", "C", "N", "C", "H", "H", "H", "H", "H", "H", "H", "H", "C", "C", "O", "P", "O", "C", "C", "O", "C", "C", "H", "H", "H", "H", "H", "H", "H", "H", "H", "H", "H", "H", "H", "H", "H"], "coordinates": [[-0.041, 0.854, 1.108], [1.202, -2.197, 4.102], [0.968, -1.044, 3.477], [-0.628, -0.537, 3.127], [2.030, -0.260, 3.230], [1.726, 0.809, 2.488], [2.458, 1.853, 2.650], [2.061, 3.084, 1.982], [2.848, 4.221, 2.065], [2.402, 5.388, 1.458], [1.184, 5.370, 0.807], [0.451, 4.186, 0.779], [0.870, 3.065, 1.348], [0.439, -2.768, 4.424], [2.136, -2.403, 4.423], [3.304, 1.840, 3.334], [3.788, 4.192, 2.601], [2.994, 6.292, 1.502], [0.790, 6.255, 0.327], [-0.510, 4.145, 0.281], [3.510, -0.043, -0.188], [2.546, 0.584, -1.141], [1.323, 0.939, -0.840], [0.664, 1.489, -1.924], [1.409, 1.549, -3.059], [2.962, 0.906, -2.765], [-0.720, 1.938, -1.751], [-1.521, 2.542, -2.665], [-3.053, 2.873, -1.977], [-2.550, 2.204, -0.487], [-1.319, 1.757, -0.519], [-3.426, 2.145, 0.720], [2.993, -0.775, 0.430], [3.958, 0.713, 0.457], [4.318, -0.540, -0.722], [1.127, 1.929, -4.027], [-1.301, 2.798, -3.688], [-3.557, 3.136, 1.157], [-2.979, 1.492, 1.470], [-4.414, 1.759, 0.471], [-3.289, -2.151, -2.304], [-2.525, -1.000, -1.699], [-1.133, -1.364, -1.513], [-0.458, -1.403, -0.063], [-1.289, -2.425, 0.824], [-1.445, -3.842, 0.495], [-2.669, -4.357, 1.204], [0.898, -2.158, -0.408], [1.408, -2.495, -1.731], [0.933, -3.851, -2.185], [-4.310, -1.839, -2.525], [-3.337, -3.002, -1.626], [-2.824, -2.468, -3.237], [-2.953, -0.699, -0.739], [-2.527, -0.139, -2.366], [-0.537, -4.349, 0.819], [-1.529, -3.943, -0.586], [-2.571, -4.234, 2.283], [-2.796, -5.419, 0.993], [-3.565, -3.832, 0.877], [2.490, -2.478, -1.614], [1.114, -1.713, -2.431], [1.178, -4.614, -1.447], [1.430, -4.113, -3.120], [-0.141, -3.850, -2.365]]}

---

# 3
{"formula": "C21H30NO", "method": "ωB97M-V/def2-TZVPD", "multiplicity": 1, "orbital_gap_ev": 8.408, "total_charge": 1, "de_lowest_kj_mol": 57.6, "max_force_ev_per_a": 0.81, "smiles": "CC[C@H](C)[NH2+]CCOc1ccc(C(C)(C)c2ccccc2)cc1", "total_energy_ev": -25795.7132, "elements": ["C", "C", "C", "C", "N", "C", "C", "O", "C", "C", "C", "C", "C", "C", "C", "C", "C", "C", "C", "C", "C", "C", "C", "H", "H", "H", "H", "H", "H", "H", "H", "H", "H", "H", "H", "H", "H", "H", "H", "H", "H", "H", "H", "H", "H", "H", "H", "H", "H", "H", "H", "H", "H"], "coordinates": [[5.752, -0.947, -1.933], [4.926, -0.665, -0.681], [4.032, -1.824, -0.226], [4.803, -3.082, 0.142], [3.062, -2.136, -1.317], [1.929, -3.031, -0.999], [0.791, -2.617, -1.958], [0.777, -1.209, -2.024], [-0.024, -0.537, -1.085], [0.570, 0.435, -0.297], [-0.195, 1.158, 0.604], [-1.556, 0.918, 0.739], [-2.437, 1.647, 1.735], [-1.779, 2.908, 2.313], [-2.702, 0.666, 2.887], [-3.707, 2.092, 1.022], [-3.584, 2.741, -0.203], [-4.698, 3.202, -0.879], [-5.961, 3.023, -0.339], [-6.094, 2.384, 0.880], [-4.976, 1.922, 1.556], [-2.131, -0.066, -0.063], [-1.382, -0.788, -0.970], [6.395, -0.094, -2.131], [5.131, -1.090, -2.816], [6.393, -1.813, -1.801], [4.305, 0.218, -0.852], [5.600, -0.427, 0.141], [3.445, -1.492, 0.636], [5.563, -2.840, 0.879], [4.148, -3.832, 0.576], [5.300, -3.512, -0.724], [3.592, -2.496, -2.119], [2.562, -1.264, -1.632], [2.191, -4.080, -1.113], [1.622, -2.841, 0.032], [-0.160, -3.029, -1.618], [0.992, -2.974, -2.972], [1.624, 0.652, -0.404], [0.290, 1.915, 1.198], [-1.458, 3.579, 1.521], [-0.927, 2.656, 2.941], [-2.505, 3.436, 2.927], [-3.282, -0.190, 2.549], [-1.754, 0.304, 3.282], [-3.235, 1.159, 3.695], [-2.603, 2.884, -0.635], [-4.580, 3.703, -1.829], [-6.833, 3.383, -0.863], [-7.073, 2.243, 1.312], [-5.112, 1.431, 2.506], [-3.191, -0.255, 0.011], [-1.857, -1.525, -1.600]]}

---

# 4
{"formula": "C21H30ORhS3Si2", "method": "ωB97M-V/def2-TZVPD", "multiplicity": 1, "orbital_gap_ev": [5.778, 5.780], "total_charge": -1, "de_lowest_kj_mol": 177.0, "max_force_ev_per_a": 2.60, "total_energy_ev": -75582.8905, "elements": ["Rh", "C", "Si", "C", "C", "C", "C", "C", "C", "C", "Si", "C", "C", "H", "H", "H", "H", "H", "H", "H", "H", "H", "H", "H", "H", "H", "H", "H", "H", "C", "C", "S", "C", "C", "S", "H", "H", "H", "H", "H", "H", "C", "S", "O", "C", "C", "C", "C", "C", "C", "H", "H", "H", "H", "H", "H", "H", "H"], "coordinates": [[-0.144, 0.017, -0.063], [-1.947, 1.471, -3.204], [-0.569, 1.545, -1.877], [1.034, 1.697, -2.914], [-0.778, 3.290, -1.083], [-1.136, 4.416, -1.829], [-1.223, 5.677, -1.254], [-0.936, 5.840, 0.095], [-0.598, 4.727, 0.853], [-0.532, 3.454, 0.284], [-0.261, 1.911, 1.388], [-1.732, 1.925, 2.616], [1.282, 2.216, 2.491], [-1.861, 2.334, -3.867], [-2.934, 1.485, -2.738], [-1.866, 0.567, -3.810], [0.995, 2.571, -3.572], [1.187, 0.805, -3.525], [1.894, 1.793, -2.249], [-1.352, 4.315, -2.889], [-1.514, 6.534, -1.851], [-0.982, 6.823, 0.553], [-0.388, 4.851, 1.913], [-1.978, 2.949, 2.909], [-1.496, 1.352, 3.516], [-2.616, 1.474, 2.161], [1.291, 3.242, 2.871], [2.205, 2.046, 1.934], [1.267, 1.538, 3.347], [2.182, -3.393, -2.417], [1.147, -2.550, -1.711], [1.777, -1.108, -0.965], [-0.156, -2.878, -1.649], [-0.712, -4.160, -2.236], [-1.355, -1.837, -0.951], [2.849, -2.739, -2.983], [1.727, -4.103, -3.107], [2.801, -3.949, -1.704], [-0.951, -4.023, -3.296], [-1.636, -4.419, -1.717], [-0.019, -4.997, -2.146], [0.835, -2.755, 2.183], [-0.131, -1.222, 2.426], [-1.557, -1.546, 2.215], [0.034, -1.189, 4.219], [-1.130, -1.104, 4.975], [-1.061, -0.838, 6.332], [0.168, -0.618, 6.942], [1.331, -0.675, 6.182], [1.265, -0.942, 4.827], [0.266, -3.579, 2.609], [1.791, -2.629, 2.691], [0.990, -2.890, 1.113], [-2.076, -1.264, 4.474], [-1.969, -0.794, 6.919], [0.222, -0.390, 7.999], [2.293, -0.509, 6.651], [2.174, -0.970, 4.236]]}

---

# 5
{"formula": "C21H31AsNNiPS4", "method": "ωB97M-V/def2-TZVPD", "multiplicity": 3, "orbital_gap_ev": [4.881, 5.181], "total_charge": -2, "max_force_ev_per_a": 1.15, "total_energy_ev": -178283.9243, "elements": ["Ni", "N", "C", "C", "C", "C", "C", "C", "C", "C", "C", "C", "C", "C", "H", "H", "H", "H", "H", "H", "H", "H", "H", "H", "S", "As", "S", "S", "S", "C", "C", "C", "P", "C", "C", "C", "C", "C", "C", "H", "H", "H", "H", "H", "H", "H", "H", "H", "H", "H", "H", "H", "H", "H", "H", "H", "H", "H", "H", "H"], "coordinates": [[-0.063, 0.113, 0.248], [-1.372, 0.333, -1.584], [-2.303, 1.340, -1.753], [-2.473, 1.830, -3.056], [-3.375, 2.827, -3.367], [-4.123, 3.381, -2.340], [-3.920, 2.943, -1.041], [-3.028, 1.926, -0.678], [-2.865, 1.537, 0.761], [-3.788, 2.037, 1.698], [-3.716, 1.728, 3.043], [-2.704, 0.890, 3.491], [-1.777, 0.412, 2.581], [-1.797, 0.709, 1.205], [-1.035, -0.072, -2.443], [-1.550, -0.349, -0.834], [-1.858, 1.398, -3.840], [-3.483, 3.167, -4.390], [-4.843, 4.166, -2.542], [-4.477, 3.455, -0.271], [-4.601, 2.688, 1.399], [-4.450, 2.136, 3.732], [-2.641, 0.612, 4.540], [-0.990, -0.239, 2.955], [4.983, -1.846, -0.115], [3.232, -2.951, 0.373], [-0.319, -2.284, 0.367], [1.370, -1.731, -0.589], [3.290, -4.885, -0.491], [2.017, 4.047, 2.231], [0.954, 3.097, 1.681], [-0.219, 3.866, 1.070], [1.442, 1.736, 0.496], [1.765, 2.609, -1.131], [2.565, 3.913, -1.164], [2.354, 1.580, -2.101], [3.074, 1.069, 1.076], [4.364, 1.885, 1.044], [2.841, 0.441, 2.452], [1.536, 4.791, 2.876], [2.545, 4.581, 1.440], [2.750, 3.513, 2.832], [0.556, 2.522, 2.525], [0.117, 4.548, 0.284], [-0.737, 4.454, 1.833], [-0.938, 3.170, 0.638], [0.747, 2.837, -1.472], [3.544, 3.808, -0.698], [2.031, 4.722, -0.664], [2.720, 4.208, -2.208], [3.397, 1.358, -1.862], [2.306, 1.945, -3.132], [1.798, 0.645, -2.042], [3.236, 0.238, 0.383], [4.344, 2.750, 1.708], [4.598, 2.222, 0.034], [5.180, 1.225, 1.354], [2.793, 1.202, 3.239], [3.651, -0.254, 2.686], [1.900, -0.118, 2.454]]}

---

# 6
{"formula": "C21H31BClN4O10S", "method": "ωB97M-V/def2-TZVPD", "multiplicity": 1, "orbital_gap_ev": 6.308, "total_charge": -1, "max_force_ev_per_a": 0.87, "total_energy_ev": -72751.0388, "elements": ["C", "C", "O", "O", "C", "C", "C", "N", "C", "O", "O", "B", "C", "N", "C", "C", "O", "Cl", "O", "C", "S", "O", "C", "C", "N", "C", "C", "C", "O", "H", "H", "H", "H", "H", "H", "H", "H", "H", "H", "H", "H", "H", "H", "H", "H", "H", "H", "H", "H", "H", "H", "H", "H", "H", "H", "C", "C", "C", "C", "C", "C", "N", "O", "O", "H", "H", "H", "H", "H"], "coordinates": [[4.379, -0.976, 0.691], [3.159, -0.338, 0.090], [2.984, 0.848, 0.013], [2.287, -1.236, -0.379], [0.919, -0.802, -0.505], [0.019, -2.003, -0.323], [-0.373, -2.365, 1.134], [0.333, -1.514, 2.104], [1.380, -1.878, 2.596], [2.395, -2.230, 3.069], [-0.201, -3.710, 1.399], [-1.444, -4.424, 0.860], [-2.054, -5.546, 1.890], [-3.529, -5.499, 2.085], [-1.068, -5.154, -0.603], [0.276, -5.769, -0.520], [0.741, -6.479, 0.288], [1.377, -5.318, -1.953], [-2.382, -3.264, 0.571], [-1.898, -2.193, 1.274], [-2.283, -2.340, 3.113], [-2.255, -0.969, 0.719], [-3.475, -0.326, 1.033], [-3.324, 0.756, 2.098], [-2.936, 2.058, 1.530], [-1.485, 2.137, 1.253], [-1.134, 2.682, -0.134], [-1.680, 1.819, -1.258], [0.289, 2.814, -0.202], [4.219, -2.028, 0.916], [5.205, -0.891, -0.020], [4.642, -0.417, 1.587], [0.781, -0.394, -1.512], [0.727, -0.010, 0.219], [-0.884, -1.869, -0.913], [0.567, -2.870, -0.701], [-1.841, -6.557, 1.525], [-1.606, -5.484, 2.886], [-3.986, -5.422, 1.183], [-3.758, -4.659, 2.599], [-1.775, -5.938, -0.891], [-1.059, -4.412, -1.402], [-3.613, -2.344, 2.990], [-3.795, 0.154, 0.105], [-4.260, -1.044, 1.289], [-2.576, 0.414, 2.823], [-4.265, 0.863, 2.645], [-3.125, 2.752, 2.242], [-1.008, 2.804, 1.980], [-1.024, 1.152, 1.375], [-1.536, 3.697, -0.217], [-2.748, 1.672, -1.091], [-1.514, 2.317, -2.212], [-1.174, 0.846, -1.240], [0.652, 1.952, -0.435], [4.615, 6.157, -2.703], [3.588, 6.943, -2.198], [2.287, 6.468, -2.191], [2.044, 5.204, -2.693], [3.047, 4.403, -3.202], [4.345, 4.891, -3.205], [0.665, 4.683, -2.671], [-0.204, 5.407, -2.226], [0.484, 3.563, -3.095], [5.631, 6.529, -2.700], [3.800, 7.928, -1.805], [1.474, 7.061, -1.800], [2.816, 3.419, -3.580], [5.145, 4.277, -3.594]]}

---

# 7
{"formula": "C21H31BaF5OP2", "method": "ωB97M-V/def2-TZVPD", "multiplicity": 1, "orbital_gap_ev": 3.216, "de_lowest_kj_mol": 17.3, "max_force_ev_per_a": 2.94, "total_energy_ev": -57175.9978, "elements": ["P", "P", "C", "C", "H", "H", "H", "H", "C", "H", "H", "H", "C", "H", "H", "H", "C", "H", "H", "H", "C", "H", "H", "H", "Ba", "C", "C", "C", "C", "C", "C", "C", "C", "C", "H", "H", "H", "H", "H", "H", "H", "H", "H", "H", "H", "H", "H", "H", "H", "F", "C", "C", "F", "C", "F", "C", "O", "C", "F", "C", "F"], "coordinates": [[-0.179, -2.246, -2.555], [-0.133, 1.786, -2.850], [-0.821, -0.883, -3.588], [0.093, 0.320, -3.902], [-1.790, -0.557, -3.180], [-1.041, -1.368, -4.549], [1.166, 0.045, -3.946], [-0.160, 0.687, -4.918], [-1.801, 2.438, -3.091], [-2.037, 3.157, -2.287], [-2.556, 1.636, -3.148], [-1.784, 2.996, -4.037], [0.981, 3.119, -3.287], [0.595, 3.569, -4.213], [1.999, 2.734, -3.447], [0.983, 3.862, -2.473], [-1.617, -3.303, -2.300], [-1.487, -3.863, -1.363], [-1.667, -3.992, -3.151], [-2.531, -2.685, -2.275], [0.904, -3.171, -3.683], [1.741, -2.550, -4.037], [0.310, -3.477, -4.556], [1.294, -4.072, -3.187], [-2.285, -0.325, 2.347], [1.434, 1.697, -0.516], [0.136, 1.451, -1.106], [-0.798, 0.276, -0.535], [-0.221, -1.054, -0.052], [0.709, -1.964, -0.995], [2.129, -1.673, -1.031], [2.621, -0.355, -1.327], [2.406, 0.693, -0.160], [0.088, -1.608, 2.841], [1.652, 2.740, -0.274], [-0.420, 2.352, -0.761], [-1.653, 0.088, -1.216], [-1.246, 0.823, 0.342], [0.348, -0.857, 0.876], [-1.073, -1.712, 0.247], [0.655, -2.969, -0.536], [2.824, -2.449, -0.702], [2.112, 0.015, -2.253], [3.705, -0.407, -1.531], [2.177, 0.174, 0.794], [3.364, 1.223, -0.017], [0.482, -0.845, 3.537], [0.896, -2.258, 2.472], [-0.687, -2.220, 3.344], [-0.535, 1.243, 9.071], [-0.684, 1.235, 7.737], [0.111, 2.085, 6.959], [1.050, 2.856, 7.546], [-0.038, 2.123, 5.589], [0.786, 2.878, 4.838], [-1.022, 1.341, 4.953], [-1.228, 1.389, 3.655], [-1.746, 0.439, 5.765], [-2.590, -0.481, 5.101], [-1.610, 0.373, 7.128], [-2.309, -0.499, 7.891]]}